66
Properties=species:S:1:pos:R:3:lowdin_charge:R:1 method="wB97M-V/def2-TZVPD" de_lowest_kj_mol=205.1 gap_ev=9.81 max_force_ha_per_bohr=0.066 e_lumo_ev=0.19 total_energy_ev=-30599.514 homo_energy_ev=-9.62
O -11.5301 -14.9876 6.0028 -0.054
O -13.2417 -12.0496 0.9835 -0.048
O -15.3064 -11.2979 -0.8627 -0.030
O -18.3644 -14.2921 2.4096 -0.105
O -15.7937 -8.7829 1.0756 -0.066
O -10.5503 -11.1648 1.5975 -0.070
O -13.1243 -14.9723 0.8364 -0.086
C -13.5981 -8.4109 1.7074 -0.062
C -9.9947 -10.0894 0.7756 -0.467
C -18.5988 -13.1936 1.4468 -0.434
C -17.6405 -12.0636 1.8555 -0.048
C -10.4159 -15.9702 4.1054 -0.068
C -11.6819 -15.3820 4.5989 -0.472
C -10.2636 -10.5344 -0.7265 -0.055
C -8.5638 -9.8797 1.0704 -0.069
C -15.0361 -7.8807 1.8369 -0.463
C -15.6542 -7.5934 3.2485 -0.033
C -13.7734 -17.0832 0.1393 -0.039
C -13.9368 -16.0301 1.2454 -0.496
C -15.3877 -15.5734 1.4849 -0.028
C -12.1194 -14.1103 3.8180 -0.047
C -20.0244 -12.9098 1.7603 -0.086
H -12.6894 -17.1806 0.0800 0.072
H -11.3441 -10.4195 -0.8127 0.053
H -8.2258 -9.0997 0.3882 0.085
H -20.7306 -13.7377 1.6963 0.084
H -15.1589 -8.1354 4.0541 0.067
H -15.0794 -6.9276 1.3097 0.120
H -15.5562 -12.1953 -1.0828 0.053
H -14.0850 -16.7278 -0.8429 0.085
H -13.4885 -16.3513 2.1856 0.121
H -18.3966 -13.5600 0.4403 0.137
H -17.7713 -11.2100 1.1903 0.079
H -12.2516 -15.3633 0.7513 0.094
H -17.8126 -11.7258 2.8774 0.085
H -18.5210 -13.9833 3.3050 0.073
H -13.1408 -8.3943 0.7182 0.075
H -20.3582 -12.0913 1.1226 0.084
H -14.5188 -11.1339 -1.3814 0.057
H -15.4603 -14.7684 2.2162 0.065
H -13.0779 -12.9889 1.0683 0.004
H -16.7006 -7.8972 3.2211 0.072
H -12.4929 -16.0940 4.4459 0.118
H -11.6533 -13.2231 4.2467 0.088
H -15.6187 -15.0554 0.5541 0.079
H -13.4589 -9.4085 2.1239 0.076
H -8.0485 -10.7853 0.7504 0.085
H -16.0050 -16.4201 1.7853 0.091
H -9.7141 -15.1996 3.7864 0.086
H -11.8690 -14.1578 2.7583 0.057
H -8.4150 -9.6676 2.1292 0.086
H -15.2859 -9.4826 0.6582 0.043
H -12.4368 -14.7979 6.2549 0.077
H -16.6258 -12.4528 1.7710 0.064
H -10.0138 -11.5790 -0.9122 0.072
H -10.5431 -16.5951 3.2214 0.075
H -12.9408 -7.7719 2.2971 0.077
H -20.1336 -12.6721 2.8185 0.082
H -11.4923 -11.2921 1.4634 0.020
H -15.5334 -6.5411 3.5056 0.068
H -14.0433 -11.9918 0.4636 -0.010
H -13.1920 -13.9922 3.9718 0.077
H -14.2028 -18.0672 0.3271 0.082
H -10.5599 -9.1576 0.7937 0.115
H -9.9001 -16.5983 4.8317 0.084
H -9.7513 -10.0196 -1.5393 0.068